The following is a quantum chemistry calculation of 2 unconnected molecules or ions with the total composition C6H6ClIN, from the OMol25 dataset.

E ... -28422.4816 eV
E_HOMO ... -13.561 eV
Orbital gap ... 8.45 eV
Molar mass ... 254.478 g/mol
Relative energy (zero: lowest compared OMol25 entry of this formula, charge and spin) ... 12.0 kcal/mol
Spin multiplicity ... 1
Total charge ... +1

Last column: Mulliken charge in e.
Element x y z (Å)
H 1.5520 1.8597 -1.1320  0.55
H -1.8603 -0.7319 -0.9713  0.17
H -2.5328 -2.0712 0.4601  0.30
H 0.8085 -0.6407 2.3716  0.33
C -1.3342 -1.6587 1.5046  -0.45
H -0.4875 0.9858 -2.1140  0.34
C -0.1352 0.6601 -1.1085  -0.55
H 2.2051 0.9078 1.4449  0.35
C -0.8421 -0.3601 -0.5077  0.27
I -2.4502 -0.6460 2.9855  0.31
C 0.6072 -0.2834 1.2821  0.23
Cl -0.5026 -3.0867 2.0015  -0.05
C 1.0784 1.1708 -0.5962  -0.33
C 1.4460 0.6797 0.6996  -0.58
N -0.4887 -0.8023 0.6938  0.09

***

The following is a quantum chemistry calculation of C6H6F2 in the gas phase, from the OMol25 dataset.

E ... -11751.3389 eV
E_HOMO ... -8.663 eV
SMILES string ... C=C1C=C(C)C1(F)F
Orbital gap ... 9.17 eV
Molar mass ... 116.110 g/mol
Relative energy (zero: lowest compared OMol25 entry of this formula, charge and spin) ... 49.1 kcal/mol
Spin multiplicity ... 1

Last column: Mulliken charge in e.
Element x y z (Å)
C -2.1440 0.8028 -0.2832  -1.28
F -0.5795 -1.7442 1.0161  -0.31
C 1.1767 -0.3432 0.1706  -0.31
H -2.3907 1.7836 0.1547  0.33
H -2.8615 0.0159 -0.1369  0.34
H 3.0843 0.1475 0.2937  0.26
C -0.7445 0.3805 -0.1231  -0.53
H 3.0024 -1.5162 0.5886  0.35
H 1.1140 1.9083 0.3116  0.41
C 0.5878 0.9788 0.0882  -0.11
F -0.3507 -1.8351 -1.0463  -0.30
H -2.2013 1.0501 -1.3366  0.31
C 2.4378 -0.6668 0.3516  -1.21
C -0.1309 -0.9621 -0.0491  2.03

***

The following is a quantum chemistry calculation of C6H6F6N2 in the gas phase, from the OMol25 dataset.

E ... -25602.8053 eV
E_HOMO ... -9.530 eV
SMILES string ... C=C/N=C(\N(C)C(F)(F)F)C(F)(F)F
Orbital gap ... 9.65 eV
Molar mass ... 220.116 g/mol
Relative energy (zero: lowest compared OMol25 entry of this formula, charge and spin) ... 0.0 kcal/mol
Spin multiplicity ... 1

Last column: Mulliken charge in e.
Element x y z (Å)
H -0.0686 -2.8068 1.1448  0.40
C 3.4629 -0.7760 -0.4375  0.88
C 1.8997 -0.7323 -0.4779  0.18
C 1.4087 -3.0179 -1.0686  0.82
F 3.8771 -1.9133 0.1556  -0.28
H -0.0164 -1.2855 1.2636  0.53
N 1.5430 0.4702 -0.4702  -0.36
F 4.1728 -0.7098 -1.5658  -0.29
F 1.5617 -4.1759 -0.4454  -0.30
H -0.8676 -1.9063 -0.0651  0.43
F 2.4998 -2.9500 -1.7846  -0.27
H 1.2149 3.0290 0.2717  0.27
N 1.1858 -1.9185 -0.2613  0.09
H -0.5070 0.7270 -1.0335  0.26
F 3.8793 0.2642 0.2498  -0.25
C -0.0461 -1.9883 0.5002  -1.36
F 0.4179 -3.2157 -1.9480  -0.32
C 0.3834 1.2381 -0.5514  0.08
C 0.3673 2.5132 -0.1676  -0.83
H -0.4397 3.1289 -0.1202  0.33

***

no.,lowest unoccupied orbital energy (eV)
1,-5.12
2,0.50
3,0.12